67
Properties=species:S:1:pos:R:3 method="wB97M-V/def2-TZVPD" charge=-1 s2=0.756 molar_mass_da=852.43 lumo_ha="0.088 / 0.020" energy_ev=-94854.357 spin_multiplicity=2 homo_lumo_gap_ha="0.2804 / 0.2105" homo_ev="-5.247 / -5.195" largest_force_ev_per_a=3.133
La -0.30 1.44 -0.44
C 2.04 -0.93 4.39
C 2.33 -1.64 3.03
C 1.00 -2.12 2.43
C 3.10 -0.65 2.17
C 4.15 0.07 2.69
C 4.66 1.19 2.08
C 4.22 1.52 0.76
C 4.71 2.76 0.07
C 3.30 0.70 0.17
C 2.71 -0.34 0.85
H 1.17 -1.41 4.94
H 1.79 0.13 4.23
H 2.94 -0.92 5.08
H 3.03 -2.49 3.25
H 0.31 -1.30 2.20
H 0.55 -2.88 3.09
H 1.19 -2.65 1.48
H 4.64 -0.31 3.59
H 5.33 1.85 2.60
H 4.76 2.63 -1.00
H 5.64 3.09 0.49
H 4.03 3.60 0.17
H 3.08 0.90 -0.86
H 1.93 -0.96 0.42
F 1.47 3.82 -6.36
C 1.66 3.79 -5.00
F 2.99 4.04 -4.79
F 1.00 4.88 -4.51
C 1.12 2.49 -4.47
C 0.81 1.46 -5.35
C 0.50 0.16 -4.91
C 0.60 -0.10 -3.57
N 0.95 0.87 -2.70
C 1.35 2.11 -3.08
S 1.76 3.13 -1.79
H 0.80 1.65 -6.44
H 0.20 -0.63 -5.64
H 0.39 -1.09 -3.08
S -3.96 2.41 2.27
Sb -2.48 4.06 1.35
S -2.37 3.31 -1.00
S -0.28 3.11 1.93
C -2.57 -2.24 2.75
C -3.67 -1.80 1.81
C -3.36 -1.75 0.35
C -4.63 -1.18 -0.34
C -5.03 0.33 -0.09
C -3.20 -3.24 -0.07
O -3.80 -4.16 0.41
N -2.30 -3.44 -1.14
C -1.26 -2.58 -1.57
O -0.55 -2.75 -2.56
N -1.14 -1.43 -0.80
C -2.07 -0.98 0.01
O -1.95 0.20 0.55
H -3.01 -2.35 3.80
H -1.74 -1.51 2.92
H -2.12 -3.19 2.43
H -3.98 -0.80 2.12
H -4.54 -2.45 1.97
H -5.46 -1.94 -0.09
H -4.51 -1.25 -1.45
H -6.05 0.39 0.30
H -5.16 0.78 -1.08
H -4.36 0.95 0.54
H -2.39 -4.38 -1.52